1.
The following is a quantum chemistry calculation of the molecule C32H46N8O6S2, from the Open Molecules 2025 dataset.

Its LUMO energy is 0.41 eV. Its multiplicity is 1. As for the electronic energy: -79809.9689 eV. The charge is 0.

Last column: natural (NBO) charge in e.
Geometry (Å):
C -3.692554 3.270674 -3.217796  -0.32
O 2.324505 1.159411 3.367818  -0.50
H -4.075460 -1.069153 -1.687879  0.23
H 4.191941 -2.976198 1.131623  0.22
C 3.683353 3.078960 3.044562  -0.32
C -7.195058 -3.098900 1.147001  0.44
H -1.745712 3.983433 -2.604689  0.22
C -1.277128 -0.826170 -1.852982  -0.69
N 6.576437 -3.125591 -2.044099  -0.51
C 4.200502 -1.999588 0.637505  -0.24
H 2.918123 1.260709 -1.372431  0.23
H 1.467651 -0.497991 4.141394  0.20
H 5.109923 3.123580 1.418351  0.22
N 7.095239 -0.888283 -1.542762  -0.53
C -5.008901 -2.164630 -0.113078  -0.21
H -2.008927 3.997365 -4.352959  0.22
H -0.458808 -0.241307 -2.260530  0.24
C 5.314981 -1.971163 -0.374233  -0.21
C -2.840523 -1.041917 1.330388  0.54
C 2.424157 3.802835 3.503971  -0.60
C 2.891926 0.176796 -1.449957  -0.68
C 1.691385 0.135089 0.755948  -0.21
H -7.077944 0.401212 -0.099216  0.40
H 2.184515 -0.098043 -2.234127  0.24
H 9.213703 -2.628580 -2.824061  0.23
H -9.238950 -2.948507 1.703878  0.23
C -3.907193 2.430235 -1.976735  0.85
H -5.556808 0.323005 -0.910137  0.43
N -2.891646 -0.856620 -0.002987  -0.48
H 1.110554 -1.594542 1.865700  0.23
H 8.724841 -1.030617 -3.417013  0.23
H -3.229184 -2.555603 -1.190055  0.21
C 2.461685 -0.447326 -0.163885  0.31
H 8.037066 -2.518568 -4.126734  0.23
H 3.872076 -0.189292 -1.742318  0.23
H 4.489278 4.711824 1.885237  0.21
N 2.885744 -1.798509 0.037902  -0.49
H 2.635568 4.862224 3.626359  0.21
C 4.226138 3.667600 1.740603  -0.60
H -0.886605 -1.796853 -1.552145  0.26
C 8.384580 -2.041165 -3.214619  -0.65
H 0.148290 -0.148973 2.177438  0.27
C 7.282751 -2.014010 -2.207631  0.44
H -2.164489 1.477616 1.731372  0.27
C -5.133192 -3.476600 0.308323  0.11
N -6.201286 -3.951050 0.932016  -0.51
C 2.108171 -2.822531 -0.342311  0.55
C -1.885517 -0.125168 -0.679616  0.31
C 3.468988 1.590105 2.863371  0.84
O -2.042186 -0.540123 2.092682  -0.63
H 2.070487 3.405294 4.450839  0.22
H -3.632525 -1.716844 1.689141  0.14
C -8.394298 -3.608517 1.874459  -0.65
H -3.977145 5.172456 -2.236954  0.22
H -4.233035 5.208954 -3.985386  0.21
H -4.122616 2.715507 -4.057239  0.22
H 1.636912 3.685455 2.764347  0.22
H 3.470500 3.601272 0.961745  0.22
H 6.645292 1.054543 -0.226806  0.40
N 5.945224 0.359914 -0.032166  -0.80
H -5.456302 4.496805 -2.930533  0.21
C -2.187675 3.441309 -3.436309  -0.60
H 2.572738 -3.801694 -0.120931  0.11
H 2.959169 -0.790476 3.198585  0.19
O 1.014687 -2.727976 -0.850181  -0.63
H -8.621621 -4.618936 1.546969  0.23
H -8.178714 -3.639964 2.941383  0.23
C -1.506009 1.097601 -0.279196  -0.22
N -6.177221 -0.037698 -0.196897  -0.81
O -4.354611 1.303452 -2.004637  -0.67
C 5.614507 -3.086670 -1.133463  0.10
C -6.135925 -1.346231 0.135530  0.44
C 6.119658 -0.834100 -0.628822  0.44
H -4.334568 -4.190036 0.139295  0.19
C 1.162526 -0.512927 1.999921  -0.49
O -3.554203 3.068524 -0.875178  -0.51
H -4.210021 1.497028 0.309660  0.21
H -1.538773 2.886109 0.858236  0.23
O 4.286354 0.860398 2.341380  -0.67
N -7.207615 -1.833253 0.764600  -0.52
H 4.348959 -1.224206 1.390807  0.24
S -0.063688 1.831481 -1.044545  0.13
C 2.020633 -0.228028 3.240005  -0.07
H 4.459625 3.172106 3.815292  0.23
H 5.055503 -4.007021 -1.008499  0.19
H -3.968605 3.076257 1.107524  0.20
C -3.562912 2.374383 0.375352  -0.07
H 5.354185 0.484446 0.774814  0.43
H -2.011915 -0.964622 -2.643754  0.22
C -3.783680 -1.681180 -0.829394  -0.23
S 1.197237 1.844926 0.568892  0.10
C -4.386608 4.624822 -3.081473  -0.60
H -1.695429 2.474504 -3.514235  0.21
C -2.137028 1.977745 0.759808  -0.50

Force components x, y, z for each atom (eV/Å):
0.0902 0.0941 0.0691
-0.3179 0.2070 0.1381
0.1054 -0.1421 0.0510
0.0010 0.1180 0.0357
-0.1118 0.1138 -0.1103
0.0876 0.0091 -0.1276
0.0791 0.0647 0.0633
-0.0149 -0.1592 0.0132
0.0842 -0.5080 -0.3292
0.2784 -0.1465 -0.1946
0.0131 0.0159 -0.0435
0.0990 0.0570 -0.0693
0.0746 0.0128 -0.0761
0.1140 0.4142 0.0564
-0.1812 -0.1209 -0.0851
0.0442 0.0449 -0.0972
-0.0204 -0.1111 0.0001
0.2421 0.0444 0.0263
-0.3459 -0.3290 0.6860
0.1734 -0.0430 0.0920
0.0642 -0.0199 -0.0215
-0.0436 0.2322 -0.1693
-0.0064 -0.0249 -0.0084
-0.0525 -0.0121 -0.0702
0.0864 -0.0517 -0.0093
-0.0615 0.0019 0.0332
-0.2414 -0.0950 -0.5654
0.0271 0.0930 0.0493
-0.0257 0.3792 -0.4559
-0.0456 -0.0070 0.0713
0.0550 0.0176 -0.0385
-0.0963 0.1403 -0.0734
-0.2723 0.2613 -0.1370
0.0189 -0.0442 -0.0666
0.0308 -0.0027 -0.0464
0.0234 0.1032 0.0079
-0.0668 0.4376 0.3564
0.0077 0.1055 0.0070
0.0664 -0.1305 0.1785
-0.0192 -0.0416 -0.0586
-0.0073 0.0517 -0.0170
0.1029 -0.1280 -0.0784
-0.1194 0.0121 0.0851
-0.0016 0.1450 -0.0942
-0.0826 0.4369 -0.1303
-0.0371 -0.5756 0.2124
0.1897 -0.5855 0.1283
0.3921 0.2923 -0.1711
0.5754 0.1867 0.0455
0.1892 -0.0682 0.2630
-0.0957 0.0355 0.0638
0.1181 0.0843 -0.0152
-0.0425 0.0128 -0.0359
0.0135 0.0921 0.0498
-0.0031 0.0684 -0.0783
0.0271 -0.0152 0.2047
-0.1267 0.0380 -0.0262
-0.0356 0.0244 -0.1146
-0.0038 -0.0034 0.0001
-0.0647 0.1314 0.2014
-0.1122 0.0642 0.0165
-0.1701 -0.0449 0.0011
-0.0261 0.0219 -0.0199
-0.1791 0.0919 0.0841
-0.3369 0.0340 -0.1818
-0.0314 -0.0654 0.0224
-0.0192 -0.0248 0.0949
0.4391 0.1884 -0.0887
0.0477 0.1005 -0.1628
-0.0337 -0.1107 -0.0155
0.0936 0.4157 0.1764
0.1761 -0.4019 0.1853
-0.0444 -0.5342 -0.2090
0.1601 0.0255 -0.0743
0.1118 0.1345 0.3674
0.1604 0.4006 -0.0389
0.0501 0.2128 0.0355
-0.0596 -0.0816 0.0501
-0.0189 0.0156 0.0726
-0.1886 0.3805 0.0006
-0.0935 -0.2024 0.0647
-0.0887 0.0681 -0.0642
0.0015 -0.8298 -0.1822
-0.0575 -0.0962 -0.0559
-0.1253 -0.0616 0.1073
-0.0011 -0.0780 -0.1149
0.1285 -0.4505 0.5634
-0.0109 0.0720 0.0520
-0.1007 -0.0237 -0.0975
-0.2623 -0.2821 -0.1264
0.0130 -0.0284 -0.0275
0.0292 -0.1778 -0.0221
0.1084 -0.0896 -0.0517
-0.4898 0.1430 0.0647

2.
The following is a quantum chemistry calculation of a structure of composition C32H46N9PSiV, from the Open Molecules 2025 dataset.

Its LUMO energy (spin up / spin down) is -3.35 / -3.15 eV. Its multiplicity is 3. As for the electronic energy: -90189.9632 eV. The charge is +1.

Last column: Mulliken charge in e.
Geometry (Å):
H -5.816562 1.033923 1.525529  0.43
H 3.135015 -0.171382 -2.916466  0.37
H 4.409862 2.665999 -0.837983  0.48
N -0.587479 2.113181 -1.259212  -0.48
N 4.157143 -4.772824 2.523648  -0.45
H 2.785358 -3.362846 -0.824529  0.53
C -3.642117 -1.558666 1.364509  -0.38
H 3.097938 1.783497 0.931670  0.37
N 1.412757 -4.702505 -1.670724  0.14
H -5.785335 -1.436291 1.357883  0.41
H 2.065168 2.498617 -0.088536  0.17
C 3.765033 -1.593740 1.437964  0.94
H -2.332868 1.418154 4.138749  0.33
H -1.505019 4.551144 -3.492618  0.48
H -1.386145 -5.950919 -0.765069  0.31
H -2.773220 0.451195 -3.286305  0.58
C -1.715171 2.312906 4.163077  -0.33
C 0.180190 -4.708329 -2.467022  -0.97
H -1.086924 0.808696 -3.578323  0.20
C 1.175296 -5.437374 -0.415452  -0.91
H -1.764989 -2.366019 -1.003988  0.36
C -2.451899 -0.839406 1.418489  0.48
N 1.254982 0.340964 -2.084160  -0.08
H 0.222373 2.757039 -3.108076  0.37
H 0.474876 5.490476 4.325670  0.42
C -0.867731 -2.733325 -1.501052  -1.23
C 4.382051 -3.643274 2.468742  0.07
H 0.657709 -0.299987 -2.592017  0.18
H -2.325925 4.028620 -2.041911  0.27
N 6.368583 -0.860378 3.610285  -0.41
H 2.485515 2.778395 -2.457354  0.15
C -0.708668 2.687853 0.101169  -1.08
C -1.992215 1.184142 -3.086678  -0.97
H 0.301312 -0.534562 2.202938  0.85
H -0.546502 -3.270351 1.519373  0.35
C -0.949411 4.256884 5.360658  -0.49
C 5.565216 -1.460053 3.041257  -0.28
H -2.356027 2.833466 6.145470  0.42
H 0.518049 4.090426 2.321225  0.26
H 2.079955 -2.824280 -2.336834  0.36
H 1.167932 -3.636859 1.569395  0.40
C -0.379681 3.166403 -2.286959  -0.55
C -0.142918 4.600901 4.280949  -0.77
C -0.130412 3.798988 3.144178  -0.15
C 0.298664 -3.599171 0.915281  -1.18
H 0.672958 1.193333 -1.919034  0.41
H 0.340230 -4.132636 -3.380180  0.39
N 0.032454 -4.921715 0.353252  0.17
H 0.969477 -6.474023 -0.670597  0.31
H 1.343390 0.889901 2.287051  0.80
H -2.002468 -4.509983 0.050375  0.35
H -2.109807 2.619461 -4.709788  0.39
C 2.456316 0.679027 -2.925370  -0.73
C -1.772331 1.271456 -1.585545  0.03
H -0.963533 4.879143 6.248303  0.39
C -1.156321 -4.920203 -0.503826  -0.95
H 3.971496 2.150523 -3.129014  0.48
N 3.044292 -1.060564 0.662348  -0.71
P 0.603761 -2.357851 -0.432048  2.95
C 3.772192 1.811686 -1.037811  -0.74
N 2.693564 1.703521 0.004187  -0.57
C -0.917463 2.640095 3.059987  0.55
C -4.871297 0.505870 1.488381  -0.83
H -0.042380 -5.736967 -2.746711  0.32
C 3.171519 1.923274 -2.426140  -0.49
H 0.211378 3.961147 -1.831481  0.41
C 0.607270 0.369642 1.656467  -1.00
H 2.072558 -5.406410 0.203370  0.47
V 1.616224 -0.172574 -0.061763  0.12
Si -0.855201 1.516972 1.578367  -0.76
H -0.786614 -2.193877 -2.447951  0.47
H -3.711162 2.300993 1.634344  0.46
C 4.566897 -2.213769 2.323178  -0.04
C -2.441207 0.554624 1.500164  0.38
H -1.510784 -1.372614 1.419700  -0.48
H -1.563977 3.386215 0.174743  0.22
C -4.854653 -0.882236 1.392901  -0.71
N -0.987752 -4.168251 -1.757063  0.17
H -2.673902 1.678822 -1.110647  0.56
C -3.676548 1.215735 1.547282  -0.13
H -3.464978 2.677159 -3.605346  0.35
H 2.141273 0.827863 -3.952175  0.48
H -3.628939 -2.642547 1.314566  0.42
C 1.864068 -3.338506 -1.399497  -1.19
H 0.178156 3.306181 0.290027  0.83
C -1.689627 3.683292 -2.860416  -0.88
H -1.641330 0.278838 -1.145504  -0.35
C -2.381252 2.558957 -3.653735  -0.88
C -1.732334 3.110401 5.302184  -0.77
H 4.392633 0.921268 -0.966370  0.35

Force components x, y, z for each atom (eV/Å):
0.0362 -0.0213 0.0024
0.1122 -0.1214 0.0085
0.0628 0.1880 0.0551
-0.5311 0.4893 0.2996
0.0527 0.3166 -0.0427
0.1683 -0.0566 0.0840
0.0310 0.0937 -0.0196
0.0958 -0.0093 0.0583
-0.1384 0.1185 0.1519
0.0445 0.0416 -0.0046
-0.0044 0.0063 -0.0048
-0.1301 0.2487 -0.1659
0.0556 0.1053 -0.0137
-0.0076 0.0172 -0.0161
-0.0021 -0.0878 -0.0170
-0.0088 -0.0264 -0.0268
0.0255 0.0134 0.0345
0.0336 0.1757 0.1980
-0.0359 0.0257 0.0017
-0.1341 0.2575 -0.0724
-0.1337 -0.0113 0.0468
-0.2068 0.0637 0.0197
0.9848 0.0033 -0.4896
0.0160 -0.0067 -0.0330
-0.0423 -0.0480 -0.0077
0.1002 -0.1619 0.0712
0.0192 0.5141 -0.0071
0.0064 -0.1412 -0.0821
0.0059 -0.0145 0.0097
-0.3118 -0.1325 -0.2180
0.0421 -0.0152 -0.0254
-0.0744 0.1762 -0.3761
-0.0254 0.0226 -0.0343
0.1033 0.1381 -0.0095
-0.0816 -0.0571 0.0462
0.0141 -0.0372 -0.0505
-0.1454 -0.3206 -0.1100
0.0513 0.0344 -0.0740
-0.0665 -0.0202 0.0340
-0.0032 0.0277 -0.1338
0.1382 -0.0410 0.0616
-0.2114 0.0470 0.1050
-0.0703 -0.1197 -0.0538
-0.0424 -0.0393 0.1692
-0.0352 -0.0793 -0.2720
-0.0957 -0.2524 0.2461
0.0108 0.0159 -0.0159
0.0367 0.0933 -0.1437
-0.0390 -0.0908 -0.0200
0.0064 -0.0843 -0.0384
0.0110 0.0236 0.0018
0.0066 -0.0224 0.0449
-0.3593 -0.1864 0.4404
0.1306 0.1270 0.0296
0.0050 -0.0390 -0.0647
0.1243 0.1210 -0.0240
0.0587 0.0158 -0.0351
1.8007 -1.1432 0.8004
-0.0373 -0.5918 -0.1881
-0.4025 -0.1109 0.3004
0.4099 0.0780 -0.4354
0.0622 0.2991 0.2463
0.1210 0.0247 -0.0074
-0.0064 -0.0471 0.0260
-0.1655 0.0773 0.0230
-0.0220 0.0497 0.0125
0.0634 -0.2149 -0.2615
0.0109 0.0311 0.0050
-1.5603 1.4598 -0.0457
0.0722 -0.0804 0.0275
0.0282 -0.0146 -0.0914
0.0131 -0.1350 0.0091
0.3074 -0.4526 0.2655
-0.3877 -0.1933 0.0466
0.0639 -0.0558 -0.0229
0.1008 -0.0618 -0.1296
0.0326 0.0233 0.0160
0.1129 0.0033 0.1441
0.0264 0.0475 -0.0374
-0.0460 -0.0975 -0.0862
0.0284 0.0333 0.0145
-0.0768 0.0612 -0.2202
0.0099 0.0580 0.0078
-0.3341 -0.2277 0.0891
-0.0598 0.0435 -0.0467
-0.0356 0.0004 -0.0541
0.1027 -0.0306 0.0367
0.0227 0.0137 0.0262
0.0330 0.0048 -0.0548
0.0587 -0.1287 0.0664